(1)
C25H67ClF3N5O10P | ωB97M-V/def2-TZVPD

ORCA input file:
```
! wB97M-V def2-TZVPD RIJCOSX def2/J DEFGRID3
* xyz 1 1
H -4.863 2.329 -1.806
H -2.142 -1.679 -8.226
H -2.519 -1.175 2.432
H -6.397 -4.118 2.372
O 6.796 -0.254 5.385
H -3.960 -2.199 2.223
H 3.943 -2.926 -4.500
H -4.108 -0.530 2.824
H 5.359 5.503 0.568
H -0.247 -2.896 -6.489
H -10.887 -9.215 2.720
H -0.551 7.956 0.555
H -5.886 2.860 -3.163
H 3.922 -1.514 3.427
H 1.920 -3.539 -3.132
C -10.621 -8.169 2.902
H 7.218 3.611 0.806
H -3.174 -1.318 0.004
O -8.292 -8.617 2.506
H 5.367 -0.745 1.671
C -1.266 -1.638 -7.571
H 1.934 -1.860 -4.847
H -2.962 0.860 -3.469
H -9.543 -7.900 1.046
C -0.285 9.002 0.737
H -0.398 1.627 -2.929
H -6.789 -6.389 3.361
H -0.119 3.332 0.448
H 0.792 9.271 -1.119
C 6.772 4.055 3.074
H 3.115 -0.577 1.234
C -5.039 2.228 -2.882
C 0.956 9.383 -0.043
N 2.875 3.755 -0.317
C 3.468 -0.520 3.368
H -9.104 -6.749 2.324
C 6.326 3.578 1.566
H -4.522 -3.897 4.498
H -10.445 -8.068 3.978
C -3.571 -1.181 2.127
H -1.496 -0.980 -6.728
H -11.467 -7.536 2.621
H -3.523 3.648 -3.461
H 6.916 0.316 6.164
H -5.305 1.181 -3.064
F -0.831 -0.380 -1.401
H 0.175 -1.810 -9.169
H -0.109 9.103 1.813
N 0.238 5.260 -1.154
O -1.021 -2.945 -7.075
C -3.719 -0.679 0.706
O 1.323 0.276 -2.468
F 1.088 0.182 0.011
C -3.798 2.608 -3.662
H 6.345 -3.036 7.207
N 1.211 2.627 -1.756
H 1.221 1.893 -3.857
C 2.530 2.738 -1.391
C -6.373 -5.575 3.961
H 7.962 4.146 3.048
H 2.934 -4.968 -3.439
H -0.609 5.628 -1.683
O 2.043 8.554 0.341
H -4.868 -5.007 2.513
H 5.920 2.136 -1.210
C 3.082 -3.430 -4.950
C 5.070 4.427 0.943
C -9.379 -7.788 2.122
H 2.414 -0.597 3.648
O -3.214 0.645 0.604
H -5.669 -5.996 4.687
H -7.181 -5.109 4.534
H 3.768 1.282 -2.581
H 1.231 10.422 0.158
C 0.648 -0.349 -1.321
C 0.781 1.606 -2.786
H 3.984 0.110 4.100
H 3.181 1.057 1.924
C 4.372 3.492 -0.212
H -1.352 3.387 -1.544
O -2.711 1.780 -3.278
H 3.445 -4.099 -5.735
P -0.042 3.678 -0.964
O -5.158 -3.502 3.878
N 4.923 2.440 -1.149
C 3.616 0.054 1.974
C -0.057 -1.139 -8.335
H -4.773 -0.665 0.413
H 5.100 -1.939 6.562
H -8.543 -9.537 2.315
O 2.245 -2.454 -5.551
H 6.959 -2.236 4.910
H -3.962 2.497 -4.738
F 1.088 -1.794 -1.324
H 4.266 4.519 1.820
C -5.686 -4.552 3.080
C 7.081 -1.587 5.782
H 1.437 -4.699 -4.364
H 6.466 3.263 3.911
H 8.124 -1.641 6.109
C 2.304 -4.208 -3.909
H 6.005 2.433 1.662
H -0.231 -0.134 -8.728
H -2.276 0.620 0.858
N 3.784 2.022 -1.843
H -1.132 9.635 0.456
O 4.991 0.151 1.633
H 1.792 7.634 0.150
H 6.245 -1.347 7.759
C 6.141 -2.008 6.892
H 0.827 -1.117 -7.689
Cl 6.136 5.717 3.591
*
```

Summary:
relative energy (zero: lowest compared OMol25 entry of this formula, charge and spin)	752.8	kJ/mol
LUMO energy	-3.485	eV

Mulliken population analysis, charges in e, atoms 1 to 5:
1. H 0.228
2. H 0.295
3. H 0.318
4. H 0.257
5. O -0.462


(2)
C25H67NO9 | ωB97M-V/def2-TZVPD

ORCA input file:
```
! wB97M-V def2-TZVPD RIJCOSX def2/J DEFGRID3
* xyz 0 1
C -3.265 -2.673 5.904
H 3.910 -0.680 -4.504
H -1.685 2.072 -4.785
C -2.600 5.161 -3.092
H -2.881 1.633 0.100
C -0.233 -0.762 2.518
H -4.579 1.306 0.602
C 1.234 -4.146 2.434
H -1.811 3.015 -1.817
H 6.647 2.253 1.165
H -1.447 4.469 -0.845
H 3.218 -6.081 3.436
H 2.648 3.236 -3.385
C 2.202 -5.118 1.774
H -1.412 2.837 1.612
H -2.437 -2.301 3.949
C -3.777 2.041 0.566
H 0.901 -4.491 3.415
H -2.549 5.928 -3.865
H 0.888 4.400 -1.593
C 0.283 3.481 -1.644
O -3.239 -3.696 6.907
H 5.970 -0.356 0.981
C 6.990 2.052 0.145
H 0.905 -1.864 0.318
H 3.562 -1.286 -2.893
H -1.308 -3.131 5.069
H -1.011 -0.235 3.080
H 0.753 -0.667 2.969
C 6.085 -0.291 -0.109
H 2.304 0.991 -4.478
H 7.971 1.585 0.268
C 3.425 -5.357 2.646
H -3.467 1.695 2.597
H -1.243 -0.164 -0.474
C -4.694 -2.434 5.490
C -1.600 0.994 -4.968
C -2.481 -2.818 -1.627
C -2.352 -3.009 4.773
C -2.254 3.392 2.030
O -4.662 3.360 2.301
H -0.691 1.263 -2.863
O 3.781 0.768 -3.040
C 2.097 2.439 -2.877
H -2.574 -3.894 -1.805
H -5.130 -3.332 5.040
C -3.515 2.575 1.940
C -1.150 3.886 -1.722
H -2.996 5.601 -2.170
H 1.637 -6.028 1.542
C 0.972 -0.772 0.328
H -5.298 -2.156 6.349
H 1.742 -3.194 2.617
H 3.698 -4.412 3.117
H -3.928 -0.252 -2.741
O 2.615 -4.462 0.559
H -2.905 -1.745 6.381
H 4.261 -5.680 2.028
H -2.049 3.700 3.056
H -2.384 4.313 1.454
H 0.070 0.921 1.095
O -3.437 -2.581 -0.581
H 2.979 -5.122 -0.039
H -4.714 -1.663 4.719
H -2.332 -3.781 7.218
H 0.364 3.226 -3.605
H -3.174 -1.824 -0.045
H 6.198 1.105 -1.647
H 0.908 -0.422 -0.705
H 0.435 2.951 -0.699
H -1.779 -0.854 -3.992
H 5.207 -0.645 -3.274
H 1.755 0.322 -2.946
H -4.108 2.825 -0.128
H 4.191 1.539 -1.191
H -1.439 -2.644 -1.360
H -2.620 -4.005 4.397
H -2.840 -2.277 -2.502
H -2.248 0.780 -5.821
C -0.175 -0.151 1.141
H 5.306 -0.901 -0.560
C -3.543 0.383 -3.541
O 4.701 1.676 -0.381
H -0.570 0.774 -5.258
H -4.109 0.152 -4.445
H 2.491 2.465 -1.852
C 4.141 -0.530 -3.440
O -1.372 0.598 -2.591
H 0.374 -3.954 1.793
H 7.122 3.007 -0.361
C -2.064 0.179 -3.765
H 1.935 -0.464 0.734
H -0.519 -1.810 2.477
H -3.698 1.431 -3.280
H 7.080 -0.690 -0.325
H -3.303 4.390 -3.439
O -1.429 -0.389 0.455
C 2.431 1.061 -3.384
O -1.303 4.661 -2.921
C 6.005 1.158 -0.563
H -4.661 3.477 3.256
N 0.653 2.670 -2.804
*
```

Summary:
relative energy (zero: lowest compared OMol25 entry of this formula, charge and spin)	0.0	kJ/mol
LUMO energy	0.553	eV

Mulliken population analysis, charges in e, atoms 1 to 5:
1. C 0.601
2. H 0.369
3. H 0.219
4. C -0.733
5. H -0.033


(3)
C25H68N4O8 | ωB97M-V/def2-TZVPD

ORCA input file:
```
! wB97M-V def2-TZVPD RIJCOSX def2/J DEFGRID3
* xyz 0 1
C 19.824 -34.675 10.487
C 12.432 -36.016 7.593
H 17.934 -34.705 9.590
H 18.789 -35.629 -1.184
H 17.413 -37.787 10.690
H 18.076 -37.531 2.601
H 18.209 -36.873 -0.071
C 21.310 -34.451 10.128
H 13.493 -39.218 8.282
H 19.331 -33.426 3.062
H 17.117 -33.673 -1.529
H 19.940 -36.852 10.707
H 13.484 -36.124 5.863
O 14.287 -33.386 8.105
H 18.521 -31.347 12.712
H 15.285 -34.673 9.381
C 17.895 -36.047 -0.710
H 21.895 -34.556 11.046
C 20.069 -42.616 4.259
C 18.966 -34.844 9.227
H 17.675 -31.767 10.236
H 20.142 -39.768 4.506
H 11.977 -34.312 8.824
H 19.990 -37.176 5.624
C 11.923 -37.453 7.396
H 19.073 -35.794 8.715
C 18.722 -31.620 9.932
C 21.123 -31.999 10.517
H 17.347 -33.435 1.480
H 17.298 -36.605 4.575
N 16.495 -34.005 -0.805
H 15.865 -36.819 5.576
C 20.885 -35.588 6.262
O 20.842 -36.764 5.431
H 18.287 -41.518 4.555
O 17.729 -36.705 6.556
H 19.767 -37.515 3.057
N 18.394 -41.997 2.559
H 10.811 -34.650 7.528
C 16.912 -37.108 5.462
H 20.871 -42.741 3.526
H 15.845 -37.236 9.997
H 19.542 -43.562 4.350
H 19.079 -42.158 1.826
C 11.444 -35.100 8.302
C 21.514 -33.084 9.524
C 19.655 -40.169 3.605
N 19.501 -33.558 11.362
H 20.421 -35.985 12.148
H 11.665 -37.893 8.367
O 18.328 -33.768 12.139
H 16.234 -33.278 8.655
H 20.418 -40.205 2.814
H 21.772 -31.933 11.394
H 22.525 -32.907 9.156
C 16.587 -38.030 10.022
H 16.364 -35.457 0.684
H 20.144 -34.866 5.911
H 20.582 -35.884 7.264
H 19.695 -30.264 11.998
O 12.783 -38.244 6.617
H 13.277 -36.138 8.295
H 15.673 -34.418 -1.221
H 18.819 -30.553 9.739
H 20.270 -31.543 13.000
H 21.628 -35.245 9.444
H 19.096 -38.193 1.500
C 18.997 -38.131 2.593
H 16.075 -38.910 10.430
H 18.684 -34.723 4.128
H 18.889 -33.773 0.640
H 17.839 -41.202 2.255
C 19.079 -41.560 3.798
C 15.456 -34.025 8.509
H 20.845 -33.023 8.661
H 18.785 -32.158 8.985
H 20.498 -42.304 5.211
H 17.332 -36.956 7.402
C 13.876 -38.742 7.362
H 10.789 -35.664 8.963
H 21.214 -31.038 10.000
H 17.052 -38.183 5.325
C 19.736 -35.952 11.298
C 19.139 -34.498 3.164
C 19.505 -31.313 12.252
H 21.911 -35.242 6.206
C 17.146 -34.987 0.081
H 14.400 -39.533 6.840
O 17.059 -38.298 8.711
O 18.320 -35.083 2.169
O 18.593 -39.297 3.268
H 14.477 -37.906 7.727
H 17.505 -39.144 8.649
H 12.173 -35.238 5.761
H 15.863 -34.715 7.750
H 17.275 -36.411 -1.529
H 10.978 -37.389 6.833
N 12.973 -35.405 6.373
C 19.666 -32.154 11.012
H 18.966 -34.035 8.493
H 18.668 -33.950 13.019
H 18.725 -36.127 11.674
C 17.995 -34.229 1.086
H 20.127 -34.967 3.089
H 13.801 -33.982 7.517
*
```

Summary:
relative energy (zero: lowest compared OMol25 entry of this formula, charge and spin)	0.0	kJ/mol
LUMO energy	0.292	eV

Mulliken population analysis, charges in e, atoms 1 to 5:
1. C 2.127
2. C 0.910
3. H 0.213
4. H 0.300
5. H 0.136


(4)
C25H69N20O40P | ωB97M-V/def2-TZVPD

ORCA input file:
```
! wB97M-V def2-TZVPD RIJCOSX def2/J DEFGRID3
* xyz 0 1
N -2.026 0.006 3.719
N 2.765 5.468 -11.401
H 5.466 0.793 -6.566
O -4.230 4.063 -7.526
H -3.489 -6.413 3.071
H -4.209 2.122 -9.237
H 2.179 1.770 -1.268
H -1.699 -2.013 3.240
H 8.095 -8.078 -6.823
H 0.954 -5.684 6.754
H -2.026 5.088 7.799
N -9.570 3.165 -1.318
H -3.036 -1.222 2.364
N 1.239 2.012 5.121
H -0.243 2.957 3.336
O 0.633 -8.218 6.353
H -4.205 -7.837 2.253
H 7.015 -2.838 -6.809
H 2.156 3.990 -10.054
H 7.984 -2.181 -5.455
H -2.920 -10.217 6.352
O -2.845 0.890 3.854
O -1.397 -4.159 2.342
O -0.209 4.996 2.092
C 1.972 0.729 -1.491
O -4.279 -9.590 9.160
O -4.973 -9.260 7.142
O 1.450 2.168 3.937
H 0.395 -6.482 8.259
C 6.101 1.548 -7.018
O -10.329 3.890 -0.711
H -0.743 -5.504 7.284
H -2.467 3.158 -0.724
H 6.753 2.005 -6.278
H -6.066 -1.806 1.712
C -2.099 4.223 7.135
N 5.965 -2.489 -5.023
O -1.602 1.003 -0.104
O -4.506 2.555 -3.722
H 3.323 -1.323 -3.923
O -5.800 3.072 -2.074
H -1.042 2.122 1.964
O -0.826 0.129 3.882
N -1.110 4.202 1.886
H 6.677 1.130 -7.836
H 5.681 0.561 -4.533
N -0.233 -7.378 6.478
N 3.687 1.224 -3.099
C -3.369 -7.467 2.840
O 1.760 5.555 -12.080
O -2.505 6.389 9.133
C 0.694 -5.125 2.604
H -8.291 2.608 0.236
O -1.356 -7.452 6.016
N 5.214 2.613 -7.558
H -5.439 1.224 -8.298
H -2.672 4.465 6.244
P 5.361 0.748 -3.163
O -8.186 0.520 2.180
O 6.012 -2.485 -3.812
N -5.479 3.113 -3.245
C -2.891 -10.235 7.435
H 2.550 1.363 6.609
H 0.938 0.620 -1.818
H -2.828 -11.254 7.804
O 9.044 -5.175 -5.915
C 1.961 0.914 5.815
H -7.470 -1.883 2.819
O -1.997 0.334 -2.115
H 9.766 -7.621 -6.376
O 3.910 5.119 3.926
C -4.671 7.153 9.437
O 8.325 0.919 -4.077
N -5.058 3.189 -7.655
O 5.264 2.840 -8.754
O 7.637 1.599 -2.078
O -3.199 3.336 8.978
O -2.007 4.357 1.082
O -7.179 -0.143 0.388
C 2.955 0.337 -2.571
H 2.597 0.411 5.095
N -4.155 -9.645 7.954
H 1.738 5.383 2.539
O 0.477 2.678 5.791
C -8.871 2.108 -0.533
H -5.461 6.771 8.798
H -3.239 -8.051 3.744
H 9.404 -0.104 -1.312
H -6.354 4.927 -3.812
O -0.664 -4.438 4.349
O -2.123 -7.002 0.952
O 4.660 5.104 1.902
H -3.552 2.393 -1.905
H 2.498 6.983 2.810
O -9.332 3.240 -2.509
H 1.523 -4.513 2.947
H 3.066 3.401 -11.480
H -2.032 2.902 3.234
N -7.418 -0.202 1.579
C 6.458 2.175 -2.666
H 1.977 -1.526 -2.759
H -4.837 8.198 9.681
C -2.534 -1.334 3.322
O -6.231 3.278 -7.339
H -7.338 3.462 -4.123
H 6.764 2.767 -3.530
O -1.242 -8.298 2.436
H 9.823 -0.630 -2.945
C -6.713 -1.242 2.376
C -4.596 1.904 -8.246
O -2.983 2.090 7.231
H -2.071 -9.632 7.809
C -1.107 2.943 2.673
O -3.341 7.688 7.627
N 8.325 -6.153 -6.012
H 2.627 6.187 1.214
C 2.979 -1.129 -2.915
C 8.836 -7.288 -6.828
H 8.365 -1.275 -2.238
N -0.558 -4.522 3.140
N 3.818 5.364 2.739
O 4.499 3.186 -6.767
H -4.571 6.553 10.334
H -9.630 1.469 -0.094
C 0.119 -6.160 7.259
C 8.273 0.773 -2.908
H 0.636 -5.133 1.522
H 7.452 -3.884 -5.435
N -3.398 7.071 8.670
H 9.004 -6.916 -7.835
H 3.672 -1.600 -2.213
O 7.232 -6.272 -5.498
O 4.989 -2.194 -5.691
H -1.113 3.850 6.876
C -6.344 3.899 -4.164
C 3.001 4.168 -10.713
H 1.213 0.237 6.216
N -2.000 1.178 -1.245
H -1.924 2.912 -2.411
H -8.228 1.547 -1.197
H 2.157 0.091 -0.629
H -3.225 -1.662 4.093
H 3.923 4.232 -10.149
H 0.763 -6.136 2.998
C 2.569 6.034 2.286
N -2.142 -7.603 2.006
C 8.999 -0.394 -2.279
N -2.820 3.128 7.842
C 7.205 -2.884 -5.742
C -2.532 2.522 -1.599
H -3.817 1.510 -7.600
H -6.137 -0.730 3.142
H -5.933 3.836 -5.163
O 3.585 6.348 -11.242
H 5.984 2.875 -1.990
*
```

Summary:
LUMO energy	-0.517	eV

Mulliken population analysis, charges in e, atoms 1 to 5:
1. N 1.048
2. N 0.860
3. H 0.164
4. O -0.495
5. H 0.249


Number 1: F_max 8.862 eV/Å. Number 2: F_max 1.742 eV/Å. Number 3: F_max 2.610 eV/Å. Number 4: F_max 3.006 eV/Å.